DFT (ωB97M-V/def2-TZVPD) results for 2 unconnected molecules or ions with the total composition C3H7NO.

2S+1: 1
Highest occupied orbital energy (alpha / beta) in Eh: -0.284 / -0.284
HOMO-LUMO gap (alpha / beta) in eV: 7.43 / 7.43
Molecular weight in g/mol: 73.1
Energy above the lowest of the compared OMol25 structures with the same formula, charge and spin in kcal per mole: 83.67

XYZ file:
```
12
Properties=species:S:1:pos:R:3:forces:R:3
C 1.45622 -0.18819 -0.97508 -0.1 0.1 0.1
N 0.79562 0.42567 -0.08036 0.2 -0.2 -0.2
C -0.74144 0.67416 -0.31414 0.0 0.0 0.1
O -1.06365 0.52228 -1.48736 0.1 0.0 0.3
C -1.31738 0.89883 0.89777 -0.1 0.1 -0.1
H -0.07230 -2.29320 0.41485 -0.1 0.0 0.0
H 2.48743 -0.48876 -0.81605 -0.1 0.1 0.0
H 0.90134 -0.41077 -1.88623 0.1 0.1 0.1
H 1.22108 0.64725 0.81582 -0.1 0.0 -0.1
H -0.54359 -1.76845 0.66054 0.0 -0.1 0.0
H -2.39426 0.98971 0.96672 0.2 0.0 0.0
H -0.72906 0.99148 1.80352 -0.1 0.0 -0.2
```
Forces are in eV/Å.

DFT (ωB97M-V/def2-TZVPD) results for a single C3H7NO molecule at a distorted geometry.

2S+1: 1
Highest occupied orbital energy in Eh: -0.289
HOMO-LUMO gap in eV: 8.92
Molecular weight in g/mol: 73.1
Energy above the lowest of the compared OMol25 structures with the same formula, charge and spin in kcal per mole: 118.42

XYZ file:
```
12
Properties=species:S:1:pos:R:3:forces:R:3
C -1.07637 0.46823 -0.37469 2.0 -1.6 1.2
C -0.97658 -1.01164 -0.31175 0.2 -0.4 -0.1
C 0.34005 -0.82942 0.41547 -2.2 2.4 -0.9
N 2.27841 0.37806 -0.18571 0.3 0.0 -0.1
O 1.48895 -0.81254 -0.27824 0.2 0.0 -0.2
H -0.61090 1.00373 -1.17778 0.1 0.1 -0.3
H -1.48376 1.02144 0.44905 -0.2 0.1 0.1
H -1.73500 -1.51010 0.28221 0.0 -0.1 0.0
H -0.83983 -1.50382 -1.27310 -0.1 0.0 0.1
H 0.34542 -0.54999 1.46182 0.1 -0.1 0.1
H 2.53462 0.52689 0.79080 -0.3 -0.1 -0.1
H 1.67544 1.15105 -0.47938 -0.1 -0.3 0.2
```
Forces are in eV/Å.

DFT (ωB97M-V/def2-TZVPD) results for a molecular structure, C3H7NO at a distorted geometry.

2S+1: 1
Highest occupied orbital energy (alpha / beta) in Eh: -0.315 / -0.315
HOMO-LUMO gap (alpha / beta) in eV: 9.28 / 9.28
Molecular weight in g/mol: 73.1
Energy above the lowest of the compared OMol25 structures with the same formula, charge and spin in kcal per mole: 111.62

XYZ file:
```
12
Properties=species:S:1:pos:R:3:forces:R:3
C -0.18379 0.30848 -0.65611 3.8 -1.1 1.6
C -0.77146 -0.66964 -1.55990 -2.1 0.1 -1.5
C 0.37958 0.50759 1.78185 3.2 1.5 0.1
N 0.21177 -0.23451 0.58907 -0.8 -1.0 -0.6
O 1.42009 -0.36444 -0.19689 -2.7 1.9 -0.7
H 0.04042 1.34910 -0.93471 -0.3 -0.4 0.4
H -1.56713 -1.32954 -1.16161 0.2 0.9 0.2
H 0.01253 -1.34864 -1.70475 1.2 -1.1 -0.6
H -1.08739 -0.27806 -2.55521 0.3 -0.1 0.8
H 1.32369 0.13590 2.26445 -0.8 0.1 -0.5
H 0.58943 1.60044 1.64695 -0.4 -0.6 0.0
H -0.36773 0.32332 2.48686 -1.6 -0.1 0.8
```
Forces are in eV/Å.

DFT (ωB97M-V/def2-TZVPD) results for a single C3H7NO molecule at a distorted geometry.

SMILES: C[C@H](N)C=O
2S+1: 1
Highest occupied orbital energy in Eh: -0.344
HOMO-LUMO gap in eV: 10.37
Molecular weight in g/mol: 73.1
Energy above the lowest of the compared OMol25 structures with the same formula, charge and spin in kcal per mole: 30.67

XYZ file:
```
12
Properties=species:S:1:pos:R:3:forces:R:3
C 0.00190 0.36550 0.25498 0.9 -1.5 0.7
C -0.17888 0.37723 -1.25793 0.1 0.1 0.4
C -1.01119 -0.52707 0.93179 -1.9 0.9 -0.6
N 1.21869 -0.38262 0.74322 -0.2 0.9 -0.5
O -1.96638 -0.09904 1.54058 0.6 -0.5 0.1
H 1.83816 0.21987 1.26180 0.2 0.0 -0.1
H 1.70088 -0.84816 -0.01144 0.2 0.1 0.0
H -0.04971 1.36992 0.68469 0.0 -0.2 -0.1
H -0.87340 -1.61365 0.74684 0.1 0.2 0.2
H -1.15801 0.77960 -1.51162 0.0 0.0 0.0
H 0.59122 0.99148 -1.72453 0.0 0.0 0.0
H -0.11327 -0.63307 -1.65837 0.0 -0.1 0.0
```
Forces are in eV/Å.